No. 1
The following is a quantum chemistry calculation of a 14-piece molecular cluster, C83H156F36N14O27S12 overall in a non-equilibrium geometry, from OMol25.

Geometry (Å):
C: 1.495 -0.615 -10.634
C: 1.494 -0.310 -9.116
C: 2.454 0.906 -9.033
C: 2.341 1.630 -7.731
C: 0.976 2.243 -7.530
C: -0.248 1.167 -7.568
N: 0.114 0.107 -8.651
O: -0.911 -0.816 -8.968
C: -1.602 1.762 -7.933
C: -0.326 0.380 -6.197
C: 1.892 -1.502 -8.221
H: 1.043 -1.579 -10.871
H: 2.505 -0.713 -11.031
H: 1.057 0.185 -11.230
H: 2.171 1.665 -9.763
H: 3.501 0.638 -9.178
H: 3.120 2.392 -7.759
H: 2.708 0.923 -6.986
H: 0.780 3.097 -8.179
H: 0.901 2.708 -6.547
H: -1.554 2.233 -8.915
H: -1.882 2.552 -7.237
H: -2.403 1.031 -7.828
H: -0.845 -0.572 -6.312
H: -0.862 1.011 -5.488
H: 0.633 0.092 -5.766
H: 2.836 -1.911 -8.582
H: 1.235 -2.335 -8.472
H: 1.848 -1.122 -7.200
C: -4.875 2.142 1.596
C: -5.745 3.105 2.413
C: -6.067 4.404 1.540
C: -7.021 4.008 0.337
C: -8.291 3.340 0.841
C: -8.109 2.123 1.877
N: -7.026 2.440 2.837
O: -7.125 1.846 4.157
C: -7.807 0.842 1.055
C: -9.467 2.001 2.638
C: -4.961 3.634 3.626
H: -3.981 2.759 1.503
H: -5.003 1.919 0.537
H: -4.593 1.319 2.253
H: -5.286 5.096 1.226
H: -6.619 5.080 2.192
H: -6.537 3.331 -0.367
H: -7.325 4.866 -0.262
H: -8.925 3.145 -0.023
H: -8.772 4.089 1.471
H: -8.709 0.697 0.461
H: -7.751 -0.036 1.698
H: -6.943 0.958 0.400
H: -9.725 2.788 3.348
H: -9.685 1.088 3.192
H: -10.337 2.025 1.983
H: -4.647 2.727 4.144
H: -5.581 4.260 4.268
H: -4.096 4.273 3.447
C: -3.221 -4.542 3.870
C: -4.560 -3.798 4.132
C: -5.853 -4.740 4.009
N: -7.189 -4.172 4.675
C: -7.592 -2.830 4.053
C: -8.930 -2.384 4.644
C: -10.094 -3.412 4.352
C: -9.707 -4.783 4.923
C: -8.317 -5.224 4.465
C: -7.039 -4.180 6.254
H: -3.289 -5.107 2.940
H: -2.851 -5.277 4.584
H: -2.415 -3.810 3.821
H: -4.599 -2.954 3.444
H: -4.574 -3.299 5.101
H: -5.689 -5.756 4.369
H: -6.023 -4.934 2.950
H: -7.584 -2.968 2.972
H: -6.821 -2.136 4.386
H: -9.093 -1.515 4.007
H: -8.896 -2.008 5.667
H: -10.200 -3.459 3.268
H: -11.029 -3.144 4.845
H: -10.432 -5.484 4.510
H: -9.818 -4.920 5.999
H: -8.277 -5.428 3.395
H: -7.963 -6.115 4.984
H: -6.279 -3.413 6.399
H: -6.684 -5.143 6.622
H: -7.990 -3.890 6.702
C: -0.683 2.626 10.249
C: 0.251 2.372 8.991
C: 0.567 0.811 8.713
N: 0.735 0.376 7.241
C: 1.827 1.176 6.491
C: 3.326 0.743 6.886
C: 3.563 -0.710 6.754
C: 2.420 -1.562 7.321
C: 0.984 -1.132 7.061
C: -0.606 0.702 6.426
H: -0.104 2.221 11.078
H: -1.650 2.123 10.262
H: -0.893 3.691 10.340
H: 1.169 2.896 9.259
H: -0.207 2.823 8.110
H: -0.189 0.060 8.945
H: 1.487 0.379 9.106
H: 1.624 2.220 6.731
H: 1.592 1.019 5.438
H: 3.499 1.124 7.893
H: 3.977 1.301 6.213
H: 4.489 -1.091 7.185
H: 3.687 -0.780 5.674
H: 2.595 -1.598 8.397
H: 2.564 -2.601 7.026
H: 0.224 -1.722 7.573
H: 0.840 -1.331 5.999
H: -0.840 1.761 6.311
H: -1.435 0.173 6.897
H: -0.480 0.272 5.432
C: 0.250 2.111 -2.978
C: 0.036 0.775 -2.238
C: 0.530 0.597 -0.801
N: 0.293 -0.820 -0.237
C: 0.688 -0.720 1.261
C: -0.522 -0.320 2.114
C: -1.728 -1.243 2.134
C: -1.820 -1.989 0.776
C: -1.231 -1.159 -0.414
C: 1.160 -1.960 -0.917
H: -0.241 2.220 -3.945
H: 1.296 2.408 -3.052
H: -0.202 2.830 -2.295
H: 0.456 0.057 -2.942
H: -1.036 0.599 -2.330
H: 0.172 1.407 -0.166
H: 1.615 0.698 -0.775
H: 1.567 -0.088 1.388
H: 0.850 -1.732 1.632
H: -0.826 0.701 1.882
H: -0.110 -0.231 3.120
H: -2.651 -0.742 2.427
H: -1.585 -1.918 2.977
H: -2.873 -2.238 0.644
H: -1.165 -2.859 0.801
H: -1.747 -0.200 -0.368
H: -1.413 -1.632 -1.379
H: 0.788 -2.059 -1.937
H: 1.054 -2.870 -0.326
H: 2.171 -1.551 -0.930
C: 6.052 -3.689 -1.376
C: 4.880 -4.704 -1.432
C: 4.531 -5.649 -0.278
N: 3.432 -6.733 -0.631
C: 3.578 -7.431 -1.996
C: 2.572 -8.566 -2.258
C: 2.731 -9.599 -1.145
C: 2.508 -8.943 0.205
C: 3.477 -7.774 0.559
C: 2.030 -6.085 -0.586
H: 6.888 -4.144 -0.844
H: 5.704 -2.876 -0.739
H: 6.402 -3.366 -2.357
H: 5.058 -5.491 -2.165
H: 3.995 -4.153 -1.750
H: 4.209 -5.134 0.627
H: 5.409 -6.280 -0.141
H: 4.581 -7.853 -2.047
H: 3.462 -6.693 -2.790
H: 2.645 -9.016 -3.248
H: 1.541 -8.220 -2.324
H: 3.723 -10.050 -1.117
H: 1.989 -10.378 -1.319
H: 2.692 -9.714 0.953
H: 1.441 -8.743 0.305
H: 4.530 -8.009 0.715
H: 3.217 -7.226 1.464
H: 1.963 -5.750 0.449
H: 1.292 -6.885 -0.539
H: 1.862 -5.429 -1.440
C: 3.417 5.187 -1.798
C: 2.351 5.335 -2.853
C: 1.861 6.861 -3.133
N: 1.231 7.046 -4.525
C: 0.649 8.488 -4.654
C: 1.728 9.592 -4.659
C: 2.746 9.338 -5.701
C: 3.320 7.825 -5.754
C: 2.152 6.797 -5.711
C: 0.047 6.100 -4.721
H: 4.404 5.460 -2.170
H: 3.533 4.134 -1.541
H: 3.194 5.840 -0.954
H: 1.473 4.911 -2.365
H: 2.459 4.789 -3.790
H: 2.658 7.600 -3.044
H: 1.108 7.258 -2.453
H: -0.061 8.650 -3.842
H: -0.003 8.581 -5.522
H: 2.245 9.785 -3.719
H: 1.290 10.590 -4.627
H: 3.598 9.998 -5.536
H: 2.382 9.563 -6.703
H: 4.043 7.814 -4.939
H: 4.006 7.560 -6.558
H: 2.606 5.806 -5.706
H: 1.447 6.896 -6.537
H: 0.351 5.093 -4.436
H: -0.401 6.012 -5.710
H: -0.697 6.452 -4.006
C: 7.219 4.741 2.327
C: 6.987 4.056 1.025
N: 8.034 2.985 0.637
C: 7.634 2.421 -0.733
C: 9.429 3.640 0.405
C: 10.516 2.672 -0.147
C: 8.206 1.841 1.673
C: 6.896 1.058 2.017
O: 6.323 0.438 0.918
C: 5.108 -0.232 1.288
H: 7.370 3.958 3.069
H: 6.314 5.318 2.521
H: 8.078 5.412 2.321
H: 6.957 4.813 0.241
H: 5.986 3.633 0.932
H: 6.592 2.126 -0.855
H: 8.213 1.499 -0.786
H: 7.932 2.992 -1.612
H: 9.769 4.059 1.352
H: 9.423 4.543 -0.205
H: 11.410 3.258 -0.359
H: 10.316 2.313 -1.157
H: 10.799 1.812 0.459
H: 8.573 2.160 2.649
H: 8.895 1.097 1.274
H: 6.262 1.689 2.640
H: 7.088 0.214 2.679
H: 5.377 -1.148 1.813
H: 4.627 -0.620 0.390
H: 4.329 0.427 1.671
C: -9.780 -2.861 0.383
F: -11.101 -2.749 0.228
F: -9.275 -2.402 -0.765
F: -9.420 -2.167 1.444
S: -9.359 -4.770 0.500
O: -10.313 -5.257 1.500
O: -9.603 -5.387 -0.833
N: -7.737 -4.708 1.081
S: -6.975 -5.176 -0.128
O: -7.144 -6.546 -0.551
O: -7.060 -4.194 -1.200
C: -5.137 -5.041 0.418
F: -4.897 -5.964 1.319
F: -4.380 -5.255 -0.608
F: -4.794 -3.779 0.836
C: 4.456 1.039 -2.536
F: 3.357 0.227 -2.871
F: 4.247 1.720 -1.374
F: 5.529 0.303 -2.410
S: 4.765 2.215 -4.070
O: 5.201 1.328 -5.179
O: 3.472 2.914 -4.244
N: 6.081 3.117 -3.431
S: 6.237 4.310 -4.358
O: 6.788 3.855 -5.673
O: 5.085 5.223 -4.437
C: 7.602 5.385 -3.548
F: 8.725 4.655 -3.585
F: 7.738 6.537 -4.171
F: 7.311 5.725 -2.261
C: 4.686 -4.163 3.882
F: 5.132 -3.329 4.869
F: 5.551 -4.152 2.876
F: 4.466 -5.407 4.418
S: 3.055 -3.493 3.083
O: 2.468 -2.638 4.121
O: 3.433 -2.781 1.857
N: 2.255 -5.050 2.652
S: 1.123 -4.987 3.548
O: 1.496 -5.093 4.927
O: 0.126 -3.916 3.280
C: 0.308 -6.694 3.183
F: 1.212 -7.654 3.383
F: -0.638 -6.709 4.053
F: -0.155 -6.833 1.932
C: -3.270 3.707 -1.973
F: -4.096 4.538 -1.399
F: -2.330 4.384 -2.660
F: -2.681 2.929 -1.024
S: -4.182 2.537 -3.241
O: -5.161 3.425 -3.903
O: -3.179 2.024 -4.129
N: -5.054 1.519 -2.131
S: -4.670 0.174 -2.660
O: -5.274 -0.195 -3.943
O: -3.257 -0.231 -2.496
C: -5.678 -1.040 -1.368
F: -5.192 -0.829 -0.123
F: -7.010 -0.865 -1.414
F: -5.342 -2.263 -1.733
C: -1.456 -3.030 -4.237
F: -2.452 -3.821 -4.466
F: -1.748 -1.726 -4.281
F: -1.062 -3.467 -3.039
S: -0.010 -3.484 -5.436
O: 0.191 -4.922 -5.268
O: -0.458 -3.044 -6.774
N: 1.309 -2.496 -4.932
S: 2.503 -3.400 -5.248
O: 2.754 -4.466 -4.257
O: 2.541 -3.894 -6.587
C: 4.076 -2.285 -5.071
F: 4.034 -1.191 -5.784
F: 4.360 -2.068 -3.784
F: 5.103 -2.925 -5.584
C: -1.391 4.447 5.114
F: -0.392 4.334 6.014
F: -2.674 4.240 5.623
F: -1.389 5.681 4.546
S: -1.258 3.139 3.727
O: -2.343 2.184 3.989
O: -1.456 3.831 2.472
N: 0.330 2.481 4.084
S: 1.124 3.257 3.142
O: 1.090 2.745 1.768
O: 1.064 4.731 3.231
C: 2.973 2.778 3.701
F: 3.169 1.455 3.718
F: 3.856 3.337 2.900
F: 3.102 3.313 4.907

net charge: +2
spin multiplicity: 1


No. 2
The following is a quantum chemistry calculation of C21H17BrClI2InO13P as an isolated structure in a non-equilibrium geometry, from OMol25.

Geometry (Å):
C: 7.818 2.946 2.413
C: 6.593 2.178 2.809
I: 6.622 1.343 4.749
C: 5.529 1.995 2.038
I: 5.527 2.906 0.107
In: 3.706 0.805 2.524
Cl: 3.030 -0.262 0.382
P: 1.700 2.263 3.111
O: 0.422 1.372 2.475
Br: 1.313 2.201 5.356
H: 8.578 2.926 3.178
H: 7.558 3.962 2.151
H: 8.198 2.491 1.508
H: 4.001 -0.502 3.645
H: 0.759 0.757 1.815
C: -4.421 2.638 5.519
C: -5.000 3.820 5.288
C: -4.431 4.811 4.311
O: -5.043 5.857 4.156
C: -3.207 4.475 3.626
C: -2.609 3.288 3.852
C: -3.196 2.282 4.814
O: -2.626 1.223 4.958
O: -1.496 2.931 3.260
O: -6.116 4.216 5.892
H: -4.826 1.919 6.217
H: -2.800 5.203 2.939
H: -1.266 2.036 3.585
H: -6.304 5.103 5.532
C: -1.114 -3.875 0.973
C: -1.892 -4.374 0.009
C: -1.547 -4.231 -1.444
O: -2.312 -4.737 -2.255
C: -0.352 -3.510 -1.801
C: 0.445 -2.995 -0.843
C: 0.113 -3.161 0.625
O: 0.866 -2.706 1.455
O: 1.538 -2.329 -1.145
O: -3.024 -5.035 0.251
H: -1.353 -3.977 2.023
H: -0.131 -3.402 -2.851
H: 1.996 -2.000 -0.322
H: -3.371 -5.278 -0.627
C: -0.573 -3.167 -6.308
C: -0.620 -3.020 -7.638
C: -0.601 -1.665 -8.291
O: -0.629 -1.624 -9.508
C: -0.556 -0.490 -7.443
C: -0.511 -0.634 -6.110
C: -0.506 -1.991 -5.459
O: -0.449 -2.035 -4.246
O: -0.467 0.390 -5.276
O: -0.684 -4.043 -8.479
H: -0.586 -4.136 -5.829
H: -0.558 0.478 -7.922
H: -0.432 0.014 -4.375
H: -0.704 -3.652 -9.373

net charge: -1
spin multiplicity: 1


No. 3
The following is a quantum chemistry calculation of C16H18Br2ClN2O4P in the gas phase, from OMol25.

Geometry (Å):
C: 1.998 -4.060 1.155
C: 0.546 -3.729 0.816
O: 0.431 -3.172 -0.502
C: -0.207 -1.986 -0.622
C: -1.391 -1.884 -1.310
P: -2.281 -3.342 -2.035
O: -1.909 -4.520 -0.959
Cl: -0.928 -3.842 -3.504
C: -1.951 -0.579 -1.492
Br: -3.502 -0.443 -2.582
C: -1.421 0.559 -0.974
C: -2.025 1.929 -1.126
C: -3.481 2.128 -0.671
C: -3.943 1.386 0.554
O: -5.107 1.194 0.812
O: -2.946 0.988 1.387
C: -0.195 0.430 -0.255
N: 0.383 1.540 0.274
C: 1.511 1.399 0.916
C: 2.065 2.691 1.477
Br: 3.419 2.428 2.848
C: 2.572 3.620 0.375
C: 3.458 2.944 -0.685
C: 2.138 0.129 1.037
N: 1.610 -0.956 0.547
C: 0.423 -0.825 -0.093
H: 2.167 -5.136 1.124
H: 2.255 -3.704 2.151
H: 2.659 -3.583 0.438
H: -0.044 -4.647 0.822
H: 0.134 -3.025 1.541
H: -2.078 -4.223 -0.057
H: -1.409 2.651 -0.604
H: -1.969 2.193 -2.186
H: -3.604 3.187 -0.423
H: -4.212 1.926 -1.449
H: -3.302 0.244 1.894
H: 1.231 3.171 1.983
H: 1.683 4.043 -0.097
H: 3.094 4.458 0.834
H: 4.355 3.534 -0.862
H: 2.934 2.905 -1.639
H: 3.748 1.933 -0.405
H: 3.088 0.046 1.548

spin multiplicity: 1


No. 4
The following is a quantum chemistry calculation of C18H38GaO12S2 as an isolated structure, from OMol25.

Geometry (Å):
C: 9.522 -0.340 2.047
C: 9.319 1.116 1.587
O: 8.008 1.390 1.155
C: 7.681 0.866 -0.131
C: 6.951 1.914 -0.953
C: 5.573 2.310 -0.384
C: 4.361 1.749 -1.161
C: 3.147 2.701 -1.269
Ga: 1.445 1.932 -0.473
O: 0.069 3.236 -0.672
C: 0.724 0.313 -1.472
C: -0.804 0.226 -1.335
C: -1.264 -0.040 0.104
C: -2.713 0.383 0.359
C: -3.054 0.496 1.837
O: -4.337 1.145 2.007
C: -4.355 2.489 2.105
C: -5.748 3.018 1.903
O: -3.393 3.155 2.345
H: 8.605 -0.908 1.878
H: 10.327 -0.835 1.496
H: 9.767 -0.390 3.111
H: 9.513 1.807 2.412
H: 10.035 1.360 0.787
H: 8.603 0.545 -0.635
H: 7.046 -0.023 -0.008
H: 7.605 2.792 -1.029
H: 6.832 1.519 -1.969
H: 5.527 1.964 0.654
H: 5.492 3.400 -0.348
H: 4.064 0.803 -0.690
H: 4.700 1.481 -2.172
H: 3.372 3.640 -0.744
H: 2.975 2.964 -2.319
H: 1.620 1.584 1.107
H: 0.509 4.070 -0.865
H: 1.181 -0.626 -1.128
H: 0.969 0.401 -2.540
H: -1.218 -0.567 -1.982
H: -1.239 1.175 -1.673
H: -0.595 0.474 0.803
H: -1.176 -1.111 0.306
H: -2.932 1.329 -0.150
H: -3.383 -0.380 -0.069
H: -3.208 -0.499 2.266
H: -2.283 1.010 2.413
H: -6.449 2.492 2.555
H: -5.752 4.081 2.142
H: -6.058 2.872 0.866
C: -6.866 0.157 -1.060
C: -6.585 -0.452 0.298
O: -7.872 -0.963 0.705
S: -8.678 -1.487 -0.560
O: -8.521 -2.892 -0.705
O: -9.978 -0.916 -0.527
O: -7.786 -0.771 -1.668
H: -7.349 1.132 -0.979
H: -5.981 0.226 -1.685
H: -6.239 0.268 1.030
H: -5.875 -1.277 0.230
C: -3.182 -5.597 -0.260
C: -1.823 -6.267 -0.348
O: -1.140 -5.512 -1.354
S: -1.573 -3.969 -1.271
O: -0.632 -3.249 -0.500
O: -1.951 -3.558 -2.573
O: -2.881 -4.202 -0.373
H: -3.835 -5.892 -1.083
H: -3.680 -5.762 0.691
H: -1.878 -7.301 -0.677
H: -1.275 -6.199 0.594

net charge: -1
spin multiplicity: 1


Number 1: total energy -392556.711 eV, E_HOMO -11.3082 eV, Kohn-Sham gap 0.143 hartree. Number 2: total energy -161900.892 eV, E_HOMO -4.8440 eV, Kohn-Sham gap 0.172 hartree. Number 3: total energy -189951.820 eV, E_HOMO -8.9273 eV, Kohn-Sham gap 0.299 hartree. Number 4: total energy -117897.870 eV, E_HOMO -4.3165 eV, Kohn-Sham gap 0.228 hartree.